# 1
# C4H9IN2O2P

A cluster of 2 separate species, C4H9IN2O2P in total at a distorted geometry (the ωB97M-V functional and the def2-TZVPD basis, OMol25).

Each line ends with the Löwdin charge.
Cartesian coordinates (Å):
C 0.780 3.458 0.008  -0.406
C -0.196 -0.146 1.303  -0.245
C 0.787 -0.086 -0.891  -0.688
C 0.850 -0.078 -2.410  -0.175
N -0.200 -0.133 -0.021  -0.436
N 0.939 0.101 2.252  0.113
O 0.769 2.581 0.751  0.157
O 0.676 4.384 -0.639  0.277
P -1.712 -0.041 -1.040  1.001
I 2.852 -0.310 -0.091  0.964
H -1.201 -0.366 1.673  0.085
H 0.921 -1.040 -2.756  0.058
H 1.502 0.645 -2.822  0.068
H -0.027 0.446 -2.785  0.036
H 0.463 0.286 3.147  0.179
H 1.260 1.126 2.201  0.141
H 1.683 -0.493 2.024  -0.034
H -2.634 -0.330 0.197  -0.007
H -1.828 -1.397 -1.191  -0.087

Forces on the atoms, in the same order (eV/Å):
-0.64 0.42 0.64
-2.00 -0.41 1.15
2.65 0.08 0.65
-2.27 2.41 2.05
2.05 0.22 -2.38
-3.57 4.68 -0.87
0.42 -1.69 1.04
0.25 1.46 -1.61
-2.45 0.18 2.99
-0.86 -0.05 -0.92
0.96 0.28 0.74
0.40 -2.14 -1.27
1.83 0.19 0.02
-0.78 -0.64 -0.17
0.48 -1.86 0.39
0.13 -1.50 -1.03
1.84 -1.45 0.89
1.22 0.90 -1.72
0.35 -1.08 -0.57

largest force on an atom = 6.0 eV/A
energy above the lowest of the compared OMol25 structures with the same formula, charge and spin = 45.3 kcal per mole
Kohn-Sham gap (spin up / spin down) = 8.0 / 8.0 eV
charge = +1
E_tot = -1056.4789 a.u.

---

# 2
# C4H9IN3

The ion C4H9IN3 with charge +1 at a distorted geometry (the ωB97M-V functional and the def2-TZVPD basis, OMol25).

Each line ends with the Löwdin charge.
Cartesian coordinates (Å):
C -0.399 1.812 1.761  -0.342
C -0.536 -0.118 -0.290  -0.138
C -1.044 0.450 -1.597  -0.018
C 1.770 -0.781 0.841  0.031
N -0.165 0.731 0.871  0.024
N 0.388 2.452 2.531  -0.474
N 0.898 0.144 0.151  -0.024
I -0.126 3.972 3.768  0.845
H -1.432 1.796 1.701  0.096
H -0.850 -0.974 0.137  0.120
H -0.348 1.376 -1.945  0.141
H -2.152 0.787 -1.484  0.126
H -0.943 -0.386 -2.381  0.111
H 2.477 -0.122 1.349  0.124
H 1.362 -1.243 1.662  0.083
H 2.202 -1.561 0.268  0.106
H 1.451 0.592 -0.563  0.188

Forces on the atoms, in the same order (eV/Å):
2.82 0.33 0.75
1.15 4.39 0.91
0.69 0.79 -1.10
1.45 1.16 0.72
1.01 -0.72 -1.80
-0.42 -4.40 -4.42
-0.84 -1.11 -0.26
-0.91 3.36 2.77
-2.48 0.92 0.58
-1.22 -3.29 0.46
-1.85 -2.10 0.86
2.05 -0.63 -0.27
-0.40 1.39 1.01
0.62 -0.23 -0.50
-1.99 -1.01 1.68
0.51 -0.16 -1.13
-0.18 1.31 -0.26

largest force on an atom = 6.3 eV/A
Kohn-Sham gap (spin up / spin down) = 6.4 / 6.4 eV
2S+1 = 3
charge = +1
⟨S²⟩ = 2.01
E_tot = -619.2387 a.u.

---

# 3
# C4H9INO

A cluster of 2 separate species, C4H9INO in total at a distorted geometry (the ωB97M-V functional and the def2-TZVPD basis, OMol25).

Each line ends with the Löwdin charge.
Cartesian coordinates (Å):
C -1.322 2.712 0.380  0.014
C 0.374 -1.891 0.139  -0.084
C -0.253 -0.480 0.001  -0.275
C 0.395 0.496 0.963  -0.799
N 1.186 1.438 0.505  0.153
O -2.398 2.119 -0.163  -0.045
I 0.036 0.263 2.940  1.162
H -0.927 3.464 -0.333  0.026
H 1.375 -1.933 0.499  0.069
H 0.258 -2.294 -0.964  0.138
H -0.259 -2.489 0.726  0.053
H -1.309 -0.738 0.278  0.129
H -0.241 -0.243 -1.010  0.091
H -2.725 1.435 0.490  0.118
H 1.538 1.562 -0.429  0.157
H 1.333 2.186 1.116  0.092

Forces on the atoms, in the same order (eV/Å):
-1.56 -1.18 0.14
-0.62 -0.26 -3.43
-0.31 -1.36 2.78
-0.43 0.09 -2.43
-0.76 -1.65 0.59
1.44 0.39 1.22
0.00 0.14 0.28
-0.63 -0.13 -0.48
0.82 -0.01 -0.02
0.74 0.34 2.33
-0.53 -0.89 0.95
0.75 1.12 -0.05
0.28 1.32 -1.63
0.34 1.11 -0.89
-0.38 -0.37 -0.52
0.85 1.33 1.14

largest force on an atom = 3.5 eV/A
energy above the lowest of the compared OMol25 structures with the same formula, charge and spin = 83.7 kcal per mole
Kohn-Sham gap = 7.8 eV
charge = +1
E_tot = -585.0974 a.u.

---

# 4
# C4H9INO

The ion C4H9INO with charge +1 at a distorted geometry (the ωB97M-V functional and the def2-TZVPD basis, OMol25).

Each line ends with the Löwdin charge.
Cartesian coordinates (Å):
C 0.221 0.271 -0.499  -0.395
C -0.061 0.739 1.934  -0.152
C -0.800 0.407 0.701  -0.251
C 0.675 -1.172 -0.749  -0.705
N 0.788 -1.445 -1.999  0.134
O -0.189 0.799 -1.728  -0.066
I 0.900 -2.620 0.690  1.138
H 1.115 0.870 -0.102  0.173
H -0.795 1.368 2.641  0.138
H 0.795 1.444 1.913  0.099
H 0.085 -0.083 2.552  0.023
H -1.614 1.221 0.431  0.151
H -1.565 -0.460 0.792  0.139
H 0.263 -0.609 -2.559  0.198
H -0.671 1.721 -1.665  0.206
H 0.852 -2.448 -2.354  0.170

Forces on the atoms, in the same order (eV/Å):
0.33 0.95 2.08
-2.29 3.54 2.96
-2.89 0.26 -2.41
-0.31 0.60 -0.29
-2.00 -0.02 -1.53
-1.39 2.11 -0.35
0.18 0.32 -0.06
-0.74 -1.04 -0.74
1.31 -1.26 -1.48
-0.26 -0.82 -0.55
0.99 -1.58 0.89
2.05 -1.05 0.21
1.77 0.88 0.01
1.64 -2.03 0.67
1.48 -2.81 0.10
0.15 1.94 0.50

largest force on an atom = 5.2 eV/A
SMILES = CC[C@H](O)C(=[NH2+])I
energy above the lowest of the compared OMol25 structures with the same formula, charge and spin = 28.2 kcal per mole
Kohn-Sham gap = 10.0 eV
charge = +1
E_tot = -585.1860 a.u.

---

# 5
# C4H9IOS

A cluster of 2 separate species, C4H9IOS in total at a distorted geometry (the ωB97M-V functional and the def2-TZVPD basis, OMol25).

Each line ends with the Löwdin charge.
Cartesian coordinates (Å):
C -0.584 0.172 1.110  -0.199
C -0.482 0.668 -1.425  -0.063
C -0.528 -1.809 -0.263  -0.129
C -0.089 -0.348 -0.242  -0.920
O 1.879 2.001 0.933  -1.091
S 1.666 -0.387 0.095  0.889
I 3.676 2.452 1.317  0.808
H -0.055 -0.454 1.923  0.085
H -0.209 1.269 1.307  0.087
H -1.712 0.089 1.152  0.101
H -1.524 0.824 -1.572  0.069
H 0.037 0.465 -2.352  0.070
H -0.012 1.591 -1.260  0.042
H -1.534 -1.870 -0.749  0.105
H 0.169 -2.500 -0.741  0.067
H -0.699 -2.163 0.766  0.080

Forces on the atoms, in the same order (eV/Å):
0.06 1.60 1.70
1.45 -2.07 0.68
-1.11 -0.57 -0.44
-0.14 1.71 0.27
-0.99 -2.61 -1.01
1.04 2.24 -0.07
0.71 0.10 0.11
-1.33 0.94 -1.08
-1.06 -2.05 -0.47
1.16 0.22 0.20
-0.86 -0.21 0.01
-0.30 -1.02 -0.48
0.37 1.54 1.17
0.85 -0.02 0.08
-0.16 0.05 -0.28
0.31 0.13 -0.37

largest force on an atom = 3.0 eV/A
energy above the lowest of the compared OMol25 structures with the same formula, charge and spin = 111.6 kcal per mole
Kohn-Sham gap (spin up / spin down) = 6.1 / 6.1 eV
charge = 0
E_tot = -928.7484 a.u.

---

# 6
# C4H9N

The molecule C4H9N at a distorted geometry (the ωB97M-V functional and the def2-TZVPD basis, OMol25).

Each line ends with the Löwdin charge.
Cartesian coordinates (Å):
C 1.837 -0.204 0.925  -0.090
C 0.974 -0.422 -0.387  -0.316
C -0.163 0.466 -0.516  -0.144
C -1.373 -0.149 -0.178  -0.153
N -2.488 0.646 -0.543  0.018
H 2.685 -0.802 0.999  0.025
H 1.365 -0.656 1.781  0.060
H 2.100 0.874 0.723  0.095
H 1.715 -0.442 -1.173  0.091
H 0.644 -1.453 -0.537  0.094
H -0.132 1.522 -0.499  0.085
H -1.512 -1.155 0.160  0.104
H -3.365 0.184 -0.322  0.079
H -2.287 1.592 -0.433  0.051

Forces on the atoms, in the same order (eV/Å):
-1.45 0.81 -2.19
2.59 -1.69 0.93
-2.77 -3.42 2.11
1.69 4.11 -2.80
-0.41 -3.88 0.86
2.16 -0.79 -0.94
-1.11 1.39 0.81
-0.16 -0.94 1.80
0.19 0.93 -0.74
-0.33 -0.11 0.67
0.26 1.00 -0.64
-0.02 -0.40 -0.23
-0.01 1.26 0.16
-0.63 1.71 0.20

largest force on an atom = 5.3 eV/A
SMILES = CC/C=C/N
energy above the lowest of the compared OMol25 structures with the same formula, charge and spin = 44.3 kcal per mole
Kohn-Sham gap = 8.7 eV
charge = 0
E_tot = -212.4806 a.u.

---

# 7
# C4H9N

A cluster of 2 separate species, C4H9N in total at a distorted geometry (the ωB97M-V functional and the def2-TZVPD basis, OMol25).

Each line ends with the Löwdin charge.
Cartesian coordinates (Å):
C -3.825 -0.905 -0.927  -0.080
C -3.065 -0.090 -0.192  -0.084
H -4.280 -1.858 -0.675  0.049
H -4.098 -0.544 -1.915  0.038
H -2.787 -0.500 0.771  0.035
H -2.927 0.973 -0.251  0.043
C 1.388 0.989 0.215  -0.177
C 3.094 -0.465 0.769  -0.100
N 2.666 0.401 -0.034  -0.092
H 0.823 0.951 -0.725  0.074
H 1.532 2.090 0.354  0.084
H 0.840 0.693 1.122  0.072
H 4.154 -0.788 0.631  0.067
H 2.784 -0.870 1.737  0.069

Forces on the atoms, in the same order (eV/Å):
0.06 1.50 -1.16
-1.10 -1.68 1.51
0.81 -0.06 0.33
-0.37 -0.04 0.02
0.22 0.17 0.31
0.40 0.12 -1.01
-0.45 1.87 -0.24
2.86 -0.23 0.22
-0.25 -0.47 0.63
-0.31 -0.33 0.48
0.15 -0.66 -0.14
0.02 -0.55 -0.38
-0.72 -0.02 -0.44
-1.31 0.39 -0.14

largest force on an atom = 2.9 eV/A
SMILES = C=NC.C=C
energy above the lowest of the compared OMol25 structures with the same formula, charge and spin = 53.6 kcal per mole
Kohn-Sham gap = 10.9 eV
charge = 0
E_tot = -212.4658 a.u.

---

# 8
# C4H9N

The molecule C4H9N at a distorted geometry (the ωB97M-V functional and the def2-TZVPD basis, OMol25).

Each line ends with the Löwdin charge.
Cartesian coordinates (Å):
C 0.420 1.318 -1.444  -0.073
C -0.332 0.382 -0.557  -0.374
C 0.333 -0.282 0.587  -0.346
C -0.395 -0.524 1.929  -0.062
H 0.110 1.238 -2.498  0.075
H 1.520 1.062 -1.460  0.092
H 0.263 2.321 -1.058  0.073
H -1.365 0.668 -0.436  0.128
H 0.585 -1.340 -1.237  0.101
H 1.406 -0.164 0.763  0.134
H -0.313 0.394 2.508  0.065
H 0.047 -1.367 2.463  0.065
H -1.470 -0.740 1.734  0.083
N -0.134 -1.062 -0.553  0.040

Forces on the atoms, in the same order (eV/Å):
1.29 -0.70 -0.60
0.13 0.00 0.38
-0.29 -0.45 1.24
-0.39 0.09 -1.36
-0.19 0.23 0.36
-0.98 0.40 0.24
0.21 0.23 -0.27
-0.32 -0.01 0.17
-0.21 0.26 0.71
-0.16 0.20 -0.55
-0.04 -0.07 0.29
-0.03 0.11 0.03
0.73 0.13 0.18
0.25 -0.42 -0.82

largest force on an atom = 1.6 eV/A
SMILES = C[C@H]1N[C@@H]1C
energy above the lowest of the compared OMol25 structures with the same formula, charge and spin = 18.9 kcal per mole
Kohn-Sham gap = 10.4 eV
charge = 0
E_tot = -212.5211 a.u.

---

Q: E_tot of number 4 (C4H9INO)?
A: -585.1860 a.u.